{
  "formula": "C20H16N8O2",
  "method": "the ωB97M-V functional and the def2-TZVPD basis",
  "charge": 0,
  "e_above_lowest_ev": 0.569,
  "fmax_ha_per_bohr": 0.0766,
  "total_energy_ha": -1360.21198,
  "homo_lumo_gap_ev": 7.3644,
  "spin_multiplicity": 1,
  "smiles": "COc1cc(C#N)cc(-n2nc(-c3nc(-c4cnn(C)c4)cnc3N)ccc2=O)c1",
  "species": ["C", "O", "C", "C", "C", "C", "N", "C", "C", "N", "N", "C", "C", "N", "C", "C", "C", "N", "N", "C", "C", "C", "N", "C", "N", "C", "C", "C", "O", "C", "H", "H", "H", "H", "H", "H", "H", "H", "H", "H", "H", "H", "H", "H", "H", "H"],
  "xyz": [[-7.57688, -1.06769, -2.45197], [-6.30891, -0.50847, -2.82668], [-5.38230, -0.14935, -1.86882], [-5.76377, 0.39189, -0.63573], [-4.78591, 0.82309, 0.25546], [-5.20499, 1.45605, 1.47934], [-5.53333, 1.95701, 2.46973], [-3.43324, 0.73764, -0.12257], [-3.03734, 0.22089, -1.35387], [-1.64664, 0.24713, -1.66380], [-0.81127, -0.02828, -0.57724], [0.50208, 0.00840, -0.68981], [1.35795, -0.25423, 0.52194], [2.68612, -0.00642, 0.37392], [3.42293, -0.23684, 1.48053], [4.88455, -0.05734, 1.37804], [5.64201, 0.02935, 0.16055], [6.93463, 0.14253, 0.41590], [7.00096, 0.18992, 1.76928], [8.26922, 0.39226, 2.46806], [5.77543, 0.08381, 2.39323], [2.82819, -0.57877, 2.70660], [1.50110, -0.73471, 2.91467], [0.78941, -0.64672, 1.75807], [-0.50492, -0.99322, 2.02117], [1.08752, 0.18398, -2.02243], [0.28992, 0.39960, -3.13550], [-1.14875, 0.46037, -2.97958], [-1.79428, 0.82645, -3.95286], [-4.04407, -0.22865, -2.24470], [-7.33979, -1.80585, -1.66373], [-8.35393, -0.34315, -2.12534], [-7.95135, -1.58323, -3.34308], [-6.81542, 0.49878, -0.44551], [-2.68164, 1.13308, 0.55789], [5.23859, -0.08228, -0.83852], [8.78351, 1.29656, 2.07255], [8.03629, 0.54478, 3.47129], [8.93832, -0.48423, 2.40596], [5.47128, 0.04864, 3.44859], [3.50251, -0.70701, 3.57934], [-0.77907, -0.82872, 3.00194], [-1.18971, -0.73316, 1.28895], [2.15407, 0.12713, -2.14210], [0.73747, 0.52672, -4.10381], [-3.74652, -0.66776, -3.20534]]
}

{
  "formula": "C20H17B2F9FeN6O9",
  "method": "the ωB97M-V functional and the def2-TZVPD basis",
  "charge": 1,
  "e_above_lowest_ev": 0.851,
  "fmax_ha_per_bohr": 0.0027,
  "total_energy_ha": -3990.19321,
  "homo_lumo_gap_ev": [6.9748, 5.0647],
  "spin_multiplicity": 6,
  "species": ["Fe", "C", "C", "N", "O", "B", "F", "F", "O", "N", "C", "C", "C", "N", "O", "B", "F", "F", "O", "N", "C", "C", "C", "H", "H", "H", "H", "H", "H", "H", "H", "H", "H", "H", "H", "C", "C", "N", "C", "C", "N", "C", "O", "O", "C", "O", "O", "H", "H", "H", "H", "H", "F", "C", "C", "F", "C", "F", "C", "O", "C", "F", "C", "F"],
  "xyz": [[0.05505, 0.01360, 0.37395], [-0.30666, 4.23516, 0.16440], [-0.43724, 2.76652, 0.03324], [0.25018, 1.91730, 0.81088], [0.99114, 2.37655, 1.72440], [2.14795, 1.25268, 2.44792], [2.90732, 0.97234, 1.37336], [2.62854, 1.99918, 3.43607], [1.38064, 0.12788, 2.96935], [0.75447, -0.63495, 2.05515], [0.47716, -1.85146, 2.35047], [0.91693, -2.52433, 3.59615], [-0.43968, -2.50245, 1.37092], [-0.77981, -1.72585, 0.40790], [-1.77810, -2.08127, -0.41375], [-1.75638, -1.48013, -1.76927], [-0.54490, -1.56866, -2.36373], [-2.84525, -1.89240, -2.43359], [-2.01436, 0.13913, -1.63688], [-1.24433, 0.79986, -0.87049], [-1.29225, 2.13459, -0.90204], [-2.16451, 2.88310, -1.83540], [-0.95906, -3.87738, 1.57086], [0.59130, 4.49127, 0.71858], [-1.17016, 4.64218, 0.69804], [-0.27991, 4.69309, -0.82336], [1.79037, -2.02557, 4.00611], [1.13651, -3.57368, 3.40725], [0.11611, -2.47551, 4.33921], [-2.83011, 2.21240, -2.36869], [-1.53515, 3.40778, -2.55772], [-2.74662, 3.62909, -1.29372], [-1.33219, -4.00062, 2.58794], [-0.14296, -4.59070, 1.43110], [-1.74488, -4.09713, 0.85554], [0.84380, 4.00706, -3.99346], [1.60714, 2.78973, -3.60138], [1.33141, 1.98202, -2.59837], [2.27867, 0.98329, -2.66067], [3.14392, 1.21342, -3.70472], [2.69222, 2.35972, -4.28117], [4.34481, 0.58081, -4.33290], [4.80114, -0.53508, -3.81224], [4.84060, 1.13042, -5.28480], [2.32616, -0.15505, -1.72594], [3.16492, -1.03235, -1.80213], [1.40899, -0.16250, -0.79218], [0.59312, 4.60035, -3.11541], [-0.07757, 3.73819, -4.51237], [1.42861, 4.63363, -4.66483], [3.14400, 2.76249, -5.09112], [4.25148, -0.81624, -3.03624], [-7.10638, -0.96134, 2.81936], [-5.86771, -0.63273, 2.57119], [-4.83021, -1.30729, 3.24151], [-5.13852, -2.26025, 4.10057], [-3.53705, -0.96792, 2.98259], [-2.53835, -1.60252, 3.57688], [-3.19279, 0.06731, 2.03082], [-2.01385, 0.34265, 1.76976], [-4.30527, 0.72844, 1.38088], [-4.01767, 1.67969, 0.50681], [-5.59824, 0.38344, 1.63478], [-6.60737, 0.97282, 1.02394]]
}

{
  "formula": "C20H17BClCuF4I2N2O",
  "method": "the ωB97M-V functional and the def2-TZVPD basis",
  "charge": -1,
  "e_above_lowest_ev": 0.250,
  "fmax_ha_per_bohr": 0.0129,
  "total_energy_ha": -4077.80499,
  "homo_lumo_gap_ev": [6.9381, 7.1344],
  "spin_multiplicity": 2,
  "species": ["Cu", "I", "C", "C", "C", "I", "C", "O", "C", "C", "N", "C", "C", "C", "C", "C", "C", "N", "C", "H", "H", "H", "H", "H", "H", "H", "H", "H", "H", "H", "Cl", "C", "C", "C", "C", "C", "C", "C", "H", "H", "H", "H", "H", "H", "F", "B", "F", "F", "F"],
  "xyz": [[0.16911, 0.24133, 0.03796], [-5.71083, -0.73095, -4.85300], [-4.00922, -0.20129, -3.73528], [-3.54303, 1.10593, -3.75416], [-2.41814, 1.41785, -3.01877], [-1.69541, 3.38105, -2.98193], [-1.68353, 0.46445, -2.25732], [-0.60546, 0.81170, -1.64806], [-2.22657, -0.85217, -2.24501], [-1.55449, -1.93083, -1.44102], [-1.39066, -1.54598, -0.03029], [-2.61132, -1.15052, 0.66003], [-2.44732, 0.10104, 1.50437], [-3.37297, 0.42628, 2.48431], [-3.20782, 1.60040, 3.19841], [-2.12463, 2.41790, 2.91756], [-1.24027, 2.02514, 1.92796], [-1.41216, 0.88930, 1.23871], [-3.36389, -1.16303, -2.97865], [-4.04904, 1.87206, -4.32625], [-2.13376, -2.85595, -1.54965], [-0.54938, -2.11586, -1.83219], [-0.89143, -2.26173, 0.47699], [-3.36389, -0.92203, -0.09812], [-3.01838, -1.94751, 1.28870], [-4.19964, -0.24310, 2.69088], [-3.91369, 1.86883, 3.97461], [-1.95236, 3.33845, 3.45811], [-0.36821, 2.62039, 1.66995], [-3.74975, -2.17624, -2.95016], [-0.36695, -1.37008, 3.95935], [0.87972, -0.14281, 3.82344], [1.11931, 0.63958, 4.94284], [2.11153, 1.60399, 4.90516], [2.86609, 1.75080, 3.74600], [2.61849, 0.95471, 2.64574], [1.59284, -0.00510, 2.62640], [1.30271, -0.77890, 1.41475], [0.52734, 0.48690, 5.83640], [2.29393, 2.23000, 5.77053], [3.64191, 2.50409, 3.68744], [3.20186, 1.09395, 1.74720], [0.79438, -1.71582, 1.62856], [2.18497, -0.92940, 0.78723], [2.05929, 3.62172, -1.43422], [2.19036, 2.98358, -0.20796], [1.82363, 1.57813, -0.36570], [1.30999, 3.53076, 0.75077], [3.51818, 3.03050, 0.24999]]
}